The following is a DFT calculation (wB97M-V/def2-TZVPD) of a cluster of 6 separate species, CH13O5S in total in a non-equilibrium geometry.

Each atom is followed by the atoms it is bonded to, with distances in Å.
CARTESIAN COORDINATES (ANGSTROEM)
1 C -0.12335 -1.48495 -2.00307  S2 1.833, H3 1.099, H4 1.092, H5 1.068
2 S -1.03539 -0.67326 -0.63571  C1 1.833
3 H 0.17985 -2.46722 -1.61410  C1 1.099
4 H 0.77212 -0.86405 -2.07477  C1 1.092
5 H -0.69048 -1.60656 -2.90036  C1 1.068
6 H -0.82255 1.41850 -1.23901  O8 1.006
7 H 0.32361 2.37524 -0.93180  O8 1.013
8 O -0.68127 2.39718 -1.05602  H6 1.006, H7 1.013
9 H 1.24617 0.61964 -1.30528  O11 0.969
10 H 2.06151 0.78317 0.02786  O11 0.938
11 O 2.06224 0.94440 -0.89605  H9 0.969, H10 0.938
12 H 1.58629 -2.32825 0.56455  O14 0.977
13 H 0.15325 -2.21832 0.77087  O14 0.940
14 O 0.92362 -2.39361 1.28003  H12 0.977, H13 0.940
15 H 0.75351 -0.59508 1.73036  O17 0.999
16 H 0.14273 0.73024 2.18846  O17 0.999
17 O 1.00992 0.23484 2.22349  H15 0.999, H16 0.999
18 H -1.09033 1.89550 0.67683  O20 1.086
19 H -1.83823 0.68673 1.16382  O20 0.957
20 O -1.49840 1.47372 1.59009  H18 1.086, H19 0.957

## Properties
relative energy (zero: lowest compared OMol25 entry of this formula, charge and spin)	0.867	eV
⟨S²⟩	0.7528
2S+1	2
LUMO energy (alpha / beta)	-0.054 / -3.746	eV
maximum force	3.92	eV/A